Entry 1:
Below is one molecule with the formula C4H6FNS at a distorted geometry, with properties calculated with ωB97M-V/def2-TZVPD.

Summary:
SMILES ... FCC(=S)[C@@H]1CN1
LUMO ... -0.48 eV
HOMO ... -0.32805 Eh
Total charge ... 0
Largest force on an atom ... 2.2 eV/A
Total energy ... -708.74733 Ha

```
13
Properties=species:S:1:pos:R:3:nbo_charge:R:1
F 0.45348 2.12411 -0.50793 -0.358
C 0.99509 1.33584 0.49216 -0.031
C 1.14378 -0.04343 0.00238 -0.094
S 2.60725 -0.69890 -0.21809 0.077
C -0.05031 -0.84666 -0.23044 -0.179
C -1.41890 -0.36749 -0.71963 -0.231
N -1.12960 -0.58857 0.70347 -0.578
H 0.31216 1.29044 1.32987 0.202
H 1.99530 1.70690 0.74584 0.190
H 0.19409 -1.90884 -0.52796 0.221
H -1.60902 0.65040 -0.91076 0.219
H -2.03794 -1.12023 -1.14459 0.202
H -1.45539 -1.53357 0.98567 0.359
```

***

Entry 2:
Below is one molecule with the formula C3H2N2O2 at a distorted geometry, with properties calculated with ωB97M-V/def2-TZVPD.

Summary:
SMILES ... O=c1cnnco1
LUMO ... -0.64 eV
HOMO ... -0.36255 Eh
Total charge ... 0
Largest force on an atom ... 4.4 eV/A
Total energy ... -375.41344 Ha

```
9
Properties=species:S:1:pos:R:3:nbo_charge:R:1
O 2.22179 -0.19801 -0.11546 -0.534
C 1.04885 -0.06669 0.09053 0.701
C 0.31087 1.22426 0.16188 -0.034
N -0.96848 1.16888 -0.08882 -0.210
N -1.79552 0.11694 -0.11652 -0.307
C -1.19580 -0.98994 0.05881 0.419
O 0.16237 -1.04883 -0.02225 -0.486
H 0.88442 2.12259 0.25632 0.222
H -1.59316 -2.15433 0.41546 0.230
```

***

Entry 3:
Below is an isolated ion of composition C9H5O4S and charge -1 at a distorted geometry, with properties calculated with ωB97M-V/def2-TZVPD.

Summary:
SMILES ... O=CC1=[S@@](=O)([O-])c2ccccc2C1=O
LUMO ... 3.24 eV
HOMO ... -0.16926 Eh
Total charge ... -1
Largest force on an atom ... 3.1 eV/A
Total energy ... -1045.16323 Ha

```
19
Properties=species:S:1:pos:R:3:nbo_charge:R:1
O -4.30726 0.42554 0.29583 -0.589
C -3.32650 1.12312 0.16869 0.426
C -1.89725 0.63621 -0.15139 -0.690
S -1.51876 -1.07949 -0.09653 2.166
O -1.90728 -1.73655 1.13434 -0.955
O -1.83206 -1.80617 -1.31303 -0.959
C 0.26061 -0.78622 -0.05623 -0.192
C 1.29320 -1.68795 0.05651 -0.230
C 2.59461 -1.20754 0.10209 -0.220
C 2.83647 0.15574 0.00996 -0.223
C 1.78737 1.05360 -0.11630 -0.179
C 0.48307 0.57820 -0.13617 -0.128
C -0.75283 1.43829 -0.16272 0.481
O -0.67462 2.67489 -0.17049 -0.671
H -3.35582 2.22324 0.26007 0.114
H 1.07832 -2.74509 0.11364 0.220
H 3.42126 -1.89774 0.20950 0.202
H 3.85521 0.52081 0.04479 0.200
H 1.96227 2.11708 -0.19254 0.226
```